C37H43F24N2O5PS | ωB97M-V with the def2-TZVPD basis set

Each line ends with the Löwdin charge.
Element x y z (Å)
C  -3.914  1.639  -0.205  -0.116
C  -2.942  0.476  -0.694  -0.250
C  -3.592  -0.954  -0.574  -0.216
C  -3.340  -1.685  0.804  -0.205
C  -1.814  -1.804  1.218  -0.188
C  -1.551  -1.232  2.692  -0.163
C  -0.129  -0.508  2.667  -0.209
C  -0.104  0.919  3.345  -0.192
C  -1.293  1.871  2.841  -0.192
C  -0.829  3.350  2.574  -0.165
C  -0.265  3.607  1.147  -0.173
C  -0.369  4.994  0.627  -0.025
C  0.167  5.341  -0.674  -0.004
C  0.825  4.327  -1.529  -0.262
C  0.884  2.968  -1.015  -0.404
C  0.353  2.570  0.307  -0.025
S  1.666  1.695  -2.077  0.938
C  2.891  2.706  -2.993  -0.421
C  4.139  2.075  -3.423  -0.087
C  5.153  2.869  -4.125  -0.059
C  4.823  4.286  -4.386  -0.070
C  3.572  4.909  -3.957  0.000
C  2.563  4.104  -3.232  -0.260
N  1.362  4.805  -2.799  -0.110
P  0.161  4.942  -4.054  0.596
N  0.200  6.449  -4.560  -0.196
O  0.458  3.991  -5.392  -0.171
O  -1.400  4.726  -3.485  -0.186
H  -3.977  1.667  0.920  0.065
H  -3.584  2.626  -0.637  0.070
H  -4.965  1.476  -0.581  0.071
H  -2.748  0.708  -1.785  0.104
H  -1.929  0.547  -0.200  0.074
H  -4.709  -0.828  -0.677  0.105
H  -3.278  -1.660  -1.396  0.110
H  -3.723  -2.742  0.678  0.107
H  -3.966  -1.205  1.605  0.105
H  -1.549  -2.900  1.273  0.104
H  -1.179  -1.312  0.439  0.091
H  -1.572  -2.057  3.456  0.085
H  -2.417  -0.561  2.922  0.094
H  0.308  -0.398  1.640  0.083
H  0.586  -1.170  3.239  0.092
H  0.877  1.400  3.064  0.105
H  -0.096  0.833  4.472  0.106
H  -2.010  1.916  3.712  0.115
H  -1.744  1.362  1.949  0.083
H  -1.620  4.110  2.838  0.115
H  0.023  3.552  3.294  0.124
H  -0.864  5.766  1.257  0.106
H  0.086  6.386  -1.048  0.113
H  0.443  1.521  0.685  0.088
H  4.358  1.008  -3.203  0.101
H  6.129  2.428  -4.440  0.102
H  5.556  4.951  -4.900  0.097
H  3.373  5.985  -4.152  0.108
H  0.928  6.914  -4.002  -0.034
H  -0.427  3.759  -5.749  0.064
H  -1.923  5.484  -3.821  0.078
C  -0.704  0.256  -6.372  -0.043
C  0.410  0.423  -7.425  -0.438
C  0.141  1.435  -8.539  -0.299
F  -0.928  1.101  -9.288  0.093
F  1.201  1.489  -9.384  0.098
F  0.717  -0.790  -7.940  0.131
F  1.523  0.841  -6.756  0.106
O  -1.586  -0.853  -6.546  0.040
C  -2.691  -0.683  -7.386  -0.518
C  -2.650  -1.619  -8.596  -0.280
F  -1.549  -1.406  -9.346  0.098
F  -3.722  -1.409  -9.396  0.099
F  -2.812  0.612  -7.734  0.137
F  -3.779  -0.974  -6.639  0.145
H  -0.197  0.045  -5.428  0.149
H  -1.249  1.185  -6.189  0.137
H  -0.014  2.439  -8.132  0.167
H  -2.648  -2.664  -8.277  0.176
C  -0.411  -2.494  9.386  -0.045
C  0.588  -1.453  8.843  -0.437
C  -0.022  -0.228  8.160  -0.298
F  -0.739  -0.554  7.066  0.086
F  0.961  0.609  7.741  0.091
F  1.471  -2.071  8.025  0.129
F  1.311  -1.007  9.911  0.106
O  -0.655  -3.638  8.569  0.042
C  -1.632  -3.530  7.574  -0.516
C  -1.049  -3.706  6.172  -0.275
F  -0.108  -2.772  5.908  0.085
F  -2.013  -3.571  5.231  0.095
F  -2.308  -2.373  7.715  0.138
F  -2.523  -4.517  7.812  0.150
H  0.049  -2.908  10.286  0.149
H  -1.339  -2.038  9.735  0.145
H  -0.664  0.329  8.848  0.175
H  -0.590  -4.691  6.061  0.176
C  2.172  -3.187  1.709  -0.037
C  1.448  -4.271  2.535  -0.425
C  2.336  -5.097  3.466  -0.295
F  3.270  -5.799  2.797  0.096
F  1.583  -6.005  4.143  0.087
F  0.742  -5.067  1.700  0.132
F  0.526  -3.632  3.311  0.090
O  2.495  -3.527  0.359  0.042
C  3.691  -4.212  0.124  -0.519
C  3.457  -5.598  -0.482  -0.279
F  2.714  -6.373  0.336  0.098
F  4.635  -6.238  -0.673  0.099
F  4.428  -4.254  1.249  0.139
F  4.388  -3.458  -0.755  0.145
H  1.467  -2.361  1.609  0.117
H  3.024  -2.756  2.237  0.150
H  2.835  -4.461  4.203  0.176
H  2.939  -5.520  -1.440  0.176

Summary:
* charge: 0
* F_max: 4.61 eV Å⁻¹
* Kohn-Sham gap: 8.38 eV
* structure (SMILES): CCCCCCCCCCc1ccc2c(c1)Sc1ccccc1N2P(=N)(O)O.FC(F)C(F)(F)COC(F)(F)C(F)F.FC(F)C(F)(F)COC(F)(F)C(F)F.FC(F)C(F)(F)COC(F)(F)C(F)F
* 2S+1: 1



C37H43GeN4P2S2Zr | ωB97M-V with the def2-TZVPD basis set

Each line ends with the Löwdin charge.
Element x y z (Å)
Zr  -0.719  -0.139  0.378  1.485
C  1.733  2.250  -0.110  -0.282
C  2.392  1.633  1.128  -0.299
P  1.859  -0.094  1.434  0.975
C  3.152  -1.186  0.812  -0.385
C  4.486  -0.785  0.742  -0.086
C  5.464  -1.696  0.366  -0.037
C  5.118  -3.005  0.059  -0.033
C  3.790  -3.410  0.126  -0.051
C  2.812  -2.503  0.497  -0.114
C  1.856  -0.383  3.220  -0.383
C  3.051  -0.433  3.933  -0.049
C  3.033  -0.681  5.298  -0.024
C  1.830  -0.896  5.959  -0.023
C  0.630  -0.850  5.259  -0.042
C  0.654  -0.587  3.899  -0.179
C  2.068  1.537  -1.432  -0.280
P  1.060  0.030  -1.760  1.015
C  -0.027  0.449  -3.127  -0.302
C  -1.143  1.396  -2.665  -0.345
C  -3.149  0.203  -3.549  -0.462
C  -2.527  -0.135  -4.887  -0.058
C  -1.238  -0.314  -5.188  -0.032
C  -0.106  -0.271  -4.252  -0.030
C  2.054  -1.337  -2.353  -0.403
C  3.354  -1.170  -2.817  -0.061
C  4.022  -2.255  -3.374  -0.037
C  3.395  -3.490  -3.469  -0.035
C  2.094  -3.657  -3.004  -0.051
C  1.428  -2.584  -2.438  -0.121
H  2.054  3.289  -0.182  0.133
H  0.643  2.304  0.030  0.057
H  2.161  2.220  2.015  0.093
H  3.471  1.648  1.004  0.083
H  4.797  0.219  1.001  0.104
H  6.499  -1.381  0.324  0.125
H  5.885  -3.712  -0.232  0.127
H  3.521  -4.432  -0.111  0.122
H  1.779  -2.826  0.545  0.078
H  4.001  -0.291  3.430  0.114
H  3.965  -0.714  5.848  0.128
H  1.826  -1.095  7.023  0.128
H  -0.308  -1.007  5.777  0.121
H  -0.298  -0.497  3.380  0.041
H  3.121  1.255  -1.446  0.087
H  1.906  2.203  -2.278  0.106
H  -0.871  1.848  -1.713  0.090
H  -3.559  1.214  -3.652  0.128
H  -3.260  -0.208  -5.685  0.130
H  -1.000  -0.589  -6.210  0.129
H  0.724  -0.926  -4.499  0.119
H  3.852  -0.209  -2.776  0.111
H  5.031  -2.128  -3.745  0.126
H  3.920  -4.327  -3.914  0.126
H  1.606  -4.620  -3.088  0.122
H  0.409  -2.711  -2.083  0.101
N  -1.563  2.464  -3.530  0.110
C  -2.172  0.321  -2.429  -0.222
N  -2.023  -0.495  -1.431  -0.025
C  -2.800  -1.693  -1.323  -0.277
C  -3.920  -1.891  -2.015  -0.334
S  -4.598  -0.823  -3.166  1.107
C  -2.272  -2.700  -0.399  -0.345
C  -2.596  -3.996  -0.376  -0.305
S  -1.764  -4.822  0.886  1.179
C  -0.958  -3.383  1.322  -0.672
N  -1.307  -2.315  0.574  -0.086
N  -0.057  -3.388  2.303  0.154
H  -1.015  3.302  -3.393  0.106
H  -1.539  2.224  -4.513  0.097
H  -4.523  -2.773  -1.832  0.097
H  -3.260  -4.535  -1.033  0.102
H  0.086  -4.232  2.838  0.133
H  0.308  -2.541  2.711  0.067
C  -0.545  2.510  3.278  -0.199
Ge  -2.216  1.819  2.557  0.742
C  -2.738  -0.007  3.086  -0.211
C  -3.607  3.077  2.984  -0.185
C  -1.935  1.654  0.581  -0.427
H  -0.706  2.828  4.311  0.049
H  -0.297  3.401  2.695  0.041
H  0.304  1.834  3.277  -0.025
H  -3.824  -0.051  2.984  0.046
H  -2.483  -0.216  4.125  0.037
H  -2.352  -0.841  2.486  -0.026
H  -3.723  3.118  4.068  0.046
H  -4.555  2.780  2.535  0.039
H  -3.336  4.068  2.620  0.042
H  -1.583  2.626  0.231  0.019
H  -2.925  1.482  0.151  0.025

Summary:
* charge: +3
* F_max: 0.68 eV Å⁻¹
* Kohn-Sham gap: 6.30 eV
* 2S+1: 1